The following is a quantum chemistry calculation of a cluster of 11 separate species, C32H91N5O15 in total in a non-equilibrium geometry, from OMol25.

Each line ends with the Löwdin charge.
Positions of all 143 atoms, in Å:
C 6.63 -1.13 -1.34  -0.09
O 5.83 -2.17 -1.92  -0.20
C 4.82 -2.79 -1.08  -0.19
C 4.13 -3.80 -1.92  -0.43
C 4.94 -5.06 -2.22  -0.05
N 3.46 -3.21 -3.11  0.08
H 6.94 -1.39 -0.32  0.09
H 6.12 -0.22 -1.31  0.06
H 7.57 -1.08 -1.90  0.09
H 5.28 -3.26 -0.22  0.12
H 4.08 -2.02 -0.77  0.13
H 3.33 -4.08 -1.23  0.11
H 5.42 -5.51 -1.31  0.09
H 5.80 -4.74 -2.90  0.10
H 4.36 -5.77 -2.83  0.07
H 4.14 -3.10 -3.82  0.08
H 2.70 -3.67 -3.57  0.06
C -3.32 0.63 3.43  -0.10
O -4.09 1.25 2.38  -0.18
C -5.43 1.19 2.74  -0.27
C -6.35 1.92 1.76  -0.44
C -6.29 1.35 0.32  -0.05
N -6.13 3.35 1.85  0.03
H -2.30 0.96 3.36  0.04
H -3.25 -0.47 3.53  0.07
H -3.63 1.04 4.48  0.12
H -5.74 0.07 2.72  0.15
H -5.55 1.60 3.76  0.12
H -7.37 1.75 2.22  0.15
H -7.01 1.88 -0.28  0.06
H -6.52 0.26 0.34  0.09
H -5.36 1.50 -0.13  0.03
H -6.82 3.78 1.19  0.09
H -5.18 3.54 1.49  0.07
C -3.45 -0.41 -1.57  -0.05
O -2.91 -1.65 -1.04  -0.19
C -3.60 -2.00 0.09  -0.25
C -3.01 -3.15 0.85  -0.42
C -3.79 -3.30 2.11  -0.07
N -1.60 -3.02 1.30  0.06
H -4.46 -0.28 -1.26  0.06
H -3.37 -0.33 -2.65  0.09
H -2.95 0.47 -1.22  0.05
H -3.58 -1.08 0.66  0.12
H -4.68 -2.31 -0.07  0.15
H -3.03 -4.07 0.27  0.14
H -4.90 -3.29 1.94  0.10
H -3.47 -2.44 2.74  0.07
H -3.50 -4.18 2.72  0.09
H -0.97 -2.83 0.49  0.07
H -1.36 -2.31 1.96  0.08
C 1.57 6.04 1.16  -0.09
O 1.97 4.96 1.98  -0.18
C 2.24 3.73 1.28  -0.17
C 2.93 2.77 2.24  -0.44
C 4.36 3.10 2.55  -0.06
N 2.92 1.45 1.64  0.05
H 0.81 5.71 0.52  0.06
H 2.38 6.35 0.54  0.08
H 1.20 6.86 1.79  0.10
H 1.31 3.27 0.99  0.11
H 2.84 3.78 0.41  0.11
H 2.35 2.72 3.18  0.14
H 4.37 4.06 3.12  0.10
H 5.02 3.21 1.67  0.09
H 4.77 2.29 3.12  0.07
H 3.58 1.49 0.85  0.10
H 2.03 1.19 1.23  0.05
C -0.27 6.24 -3.77  -0.15
O -1.29 6.06 -2.88  -0.17
C -1.44 4.76 -2.36  -0.21
C -2.50 4.78 -1.24  -0.45
C -2.32 3.46 -0.53  -0.07
N -3.87 5.07 -1.54  0.05
H -0.28 5.62 -4.68  0.09
H 0.66 6.04 -3.32  0.07
H -0.31 7.26 -4.15  0.09
H -1.55 4.03 -3.15  0.12
H -0.47 4.45 -1.87  0.12
H -2.07 5.50 -0.53  0.14
H -2.65 2.59 -1.14  0.08
H -2.90 3.51 0.37  0.06
H -1.28 3.24 -0.18  0.08
H -3.95 5.80 -2.25  0.07
H -4.31 4.26 -2.01  0.08
O 2.04 -0.71 -3.05  -0.14
C 2.82 0.47 -2.73  -0.17
C 2.07 1.84 -3.15  -0.23
O 1.21 2.47 -2.25  -0.09
H 2.59 -1.55 -2.93  0.07
H 3.01 0.55 -1.68  0.08
H 3.73 0.52 -3.35  0.12
H 1.63 1.72 -4.17  0.14
H 2.83 2.55 -3.30  0.09
H 0.35 1.98 -2.24  0.09
O -0.89 -2.93 -2.58  -0.08
C -1.35 -2.68 -3.91  -0.21
C -0.18 -2.44 -4.82  -0.26
O 0.16 -1.10 -4.97  -0.06
H -1.56 -2.66 -1.98  0.04
H -2.00 -3.49 -4.30  0.13
H -2.00 -1.76 -3.91  0.13
H -0.48 -2.72 -5.83  0.12
H 0.61 -3.16 -4.49  0.12
H 0.80 -0.83 -4.30  0.03
O 2.06 -0.81 3.32  -0.12
C 2.71 -2.06 3.62  -0.19
C 2.30 -3.33 2.83  -0.23
O 2.65 -3.25 1.45  -0.07
H 2.68 -0.20 2.88  0.06
H 3.80 -2.17 3.42  0.13
H 2.54 -2.17 4.69  0.12
H 1.20 -3.52 2.94  0.13
H 2.90 -4.09 3.33  0.11
H 2.27 -4.00 1.01  0.05
O -1.11 -5.72 0.54  -0.06
C -0.03 -6.27 -0.22  -0.24
C 0.39 -5.44 -1.38  -0.24
O 0.86 -4.23 -0.81  -0.10
H -0.88 -4.83 0.83  0.02
H 0.91 -6.37 0.34  0.12
H -0.38 -7.25 -0.48  0.12
H -0.42 -5.28 -2.07  0.10
H 1.20 -5.88 -2.02  0.13
H 0.66 -3.49 -1.38  0.04
C -0.26 2.67 5.22  -0.07
C 0.06 1.16 5.32  -0.31
O -0.21 0.45 4.12  -0.11
H 0.44 3.10 4.46  0.06
H -0.10 3.20 6.16  0.07
H -1.25 2.94 4.81  0.07
H -0.45 0.68 6.15  0.10
H 1.12 1.01 5.52  0.10
H 0.56 -0.09 3.97  0.02
C 0.84 -0.71 0.19  -0.05
C -0.40 0.10 -0.20  -0.30
O -0.51 0.15 -1.58  -0.09
H 0.80 -1.76 -0.16  0.07
H 1.10 -0.74 1.30  0.08
H 1.68 -0.25 -0.29  0.04
H -0.26 1.13 0.16  0.10
H -1.33 -0.25 0.24  0.09
H 0.02 -0.58 -2.00  0.08

Results
Calculated total energy (hartree): -2675.98377
SMILES string: COC[C@H](C)N.COC[C@H](C)N.COC[C@H](C)N.COC[C@H](C)N.COC[C@H](C)N.OCCO.OCCO.OCCO.OCCO.CCO.CCO
E_LUMO (eV): 0.49
Spin multiplicity: 1
Orbital gap (eV): 9.656